Entry 1:
Here is a molecular structure, C41H35As2N2O3SSn at a distorted geometry from the OMol25 dataset. Energies are from ωB97M-V/def2-TZVPD.

The geometry in XYZ format:
```
85
C41H35As2N2O3SSn | the OMol25 dataset | ωB97M-V/def2-TZVPD
Sn 0.00691 0.32947 0.61738
O -2.25564 0.11343 3.03128
S -1.04639 0.23311 3.79868
O -0.91166 -0.76454 4.83472
N 0.18892 0.22730 2.78575
C 1.52375 0.26381 3.20939
C 1.92625 0.27126 4.53913
C 3.27925 0.34010 4.89176
C 4.25893 0.40394 3.93724
C 3.90321 0.39471 2.57574
C 4.86352 0.46539 1.53484
C 4.46739 0.42646 0.22127
C 3.12107 0.32688 -0.10720
N 2.19312 0.30816 0.86960
C 2.54269 0.32010 2.20542
C -1.00242 1.83551 4.53770
C -1.20342 1.98975 5.89891
C -1.16690 3.26666 6.44207
C -0.93160 4.36243 5.62281
C -0.73372 4.19011 4.25755
C -0.76687 2.92045 3.70088
H 1.18239 0.22535 5.31860
H 3.54993 0.34597 5.94062
H 5.30353 0.46160 4.21929
H 5.91436 0.52631 1.79102
H 5.20310 0.44679 -0.57749
H 2.76580 0.24595 -1.23260
H -1.38256 1.12112 6.51891
H -1.32075 3.40515 7.50507
H -0.90303 5.35748 6.05087
H -0.55350 5.04766 3.62182
H -0.62335 2.75674 2.62804
C -0.16521 -2.50426 -1.12214
C 0.91142 -1.42106 -1.32419
As 0.07265 0.21646 -2.23447
C 0.68054 -0.22618 -4.08814
C -0.30694 -0.21570 -5.06724
C -0.00043 -0.49518 -6.39473
C 1.30392 -0.79028 -6.75703
C 2.30020 -0.80672 -5.78813
C 1.98843 -0.52770 -4.46560
C 1.34817 1.79202 -1.93103
C 2.74612 1.85581 -1.82288
C 3.43368 3.05938 -1.70552
C 2.71564 4.24253 -1.63636
C 1.32894 4.21070 -1.69033
C 0.66312 3.00268 -1.83413
As -1.62386 -2.01329 0.19000
C -2.56342 -3.77933 0.03739
C -3.89486 -3.90870 -0.34446
C -4.49396 -5.16078 -0.41274
C -3.77161 -6.30155 -0.09528
C -2.44676 -6.18246 0.30126
C -1.85336 -4.93041 0.37019
C -2.81703 -0.97813 -0.94793
C -3.34122 0.21269 -0.45868
C -4.17671 0.97814 -1.26295
C -4.49324 0.56036 -2.54642
C -3.97498 -0.63369 -3.03578
C -3.13899 -1.39740 -2.23715
H 0.33849 -3.37138 -0.69034
H -0.61158 -2.80159 -2.07242
H 1.74313 -1.80404 -1.93155
H 1.31942 -1.15870 -0.34341
H -1.32987 0.01765 -4.78839
H -0.78204 -0.48022 -7.14492
H 1.54674 -1.00700 -7.79010
H 3.32192 -1.03680 -6.06600
H 2.78302 -0.54727 -3.72884
H 3.46428 0.95913 -1.93410
H 4.51389 3.06227 -1.63649
H 3.23434 5.18768 -1.52371
H 0.76002 5.12880 -1.62194
H -0.41900 2.99385 -1.87922
H -4.48183 -3.03132 -0.58620
H -5.53136 -5.24376 -0.71462
H -4.23919 -7.27693 -0.14974
H -1.87585 -7.06641 0.55944
H -0.81896 -4.85338 0.68955
H -3.08790 0.55479 0.53858
H -4.57474 1.90916 -0.88015
H -5.14379 1.16330 -3.16890
H -4.21997 -0.96541 -4.03815
H -2.73579 -2.32646 -2.62540
O -0.99592 1.97145 0.64248
```

Output
gap between HOMO and LUMO	4.457	eV
HOMO energy	-2.76	eV
2S+1	1
charge	-1
energy relative to the best compared isomer or geometry (same formula, charge and spin)	123.07	kcal per mole

---

Entry 2:
Here is 6 unconnected molecules or ions with the total composition C41H35BBr3F8N6O14S at a distorted geometry from the OMol25 dataset. Energies are from ωB97M-V/def2-TZVPD.

The geometry in XYZ format:
```
109
C41H35BBr3F8N6O14S | the OMol25 dataset | ωB97M-V/def2-TZVPD
O 4.93663 -1.14302 2.94527
C 4.27009 -0.46234 2.17270
F 3.39235 0.40765 2.57255
N 4.42043 -0.35324 0.80641
C 5.53639 -1.13315 0.39457
O 5.65614 -2.35074 0.35163
F 6.48676 -0.31412 0.03650
C 3.25562 -0.58988 -0.05742
Br 2.03699 -1.99938 0.80529
O 3.64219 -1.11807 -1.17110
B 2.73900 -0.61068 -2.28165
S 3.79347 0.66875 -3.39539
C 2.24079 -1.85196 -3.22684
C 0.76905 -1.86761 -3.67371
C -0.16482 -2.82497 -2.97447
F 0.39021 -3.40990 -1.93448
Br -1.73318 -1.83468 -2.30223
C -0.70246 -3.93362 -3.96424
F -1.92368 -3.74688 -4.37974
F 0.04510 -3.99510 -5.03358
Br -0.70109 -5.74035 -3.17510
O 1.69610 0.11906 -1.51840
C 2.46260 0.64735 -0.51483
C 1.77162 1.48287 0.50012
C 0.45995 0.92788 0.98530
C -0.02325 1.68981 2.14122
F -1.14810 1.19880 2.64879
F 0.82911 1.75791 3.14568
F -0.31099 2.95850 1.82290
H 2.87870 1.58410 -3.68952
H 2.79020 -1.79945 -4.13332
H 2.54387 -2.76565 -2.75569
H 0.75904 -2.05344 -4.72291
H 0.35072 -0.90194 -3.54669
H 3.27270 1.25322 -0.89599
H 2.42984 1.69671 1.30301
H 1.57813 2.42566 0.03244
H -0.26244 1.06104 0.22014
H 0.53040 -0.09893 1.25611
C -0.44088 6.74989 5.24485
C 0.18539 7.98759 5.18239
C 1.04088 8.28149 4.13516
C 1.24889 7.32492 3.16195
C 0.63822 6.08680 3.20719
C -0.21020 5.79907 4.26092
N 2.14389 7.64497 2.03656
O 2.67700 8.73229 2.03480
O 2.28314 6.80739 1.17341
H -1.11044 6.52574 6.06336
H 0.00659 8.72605 5.95016
H 1.53376 9.23875 4.07731
H 0.81646 5.34818 2.44275
H -0.69193 4.83345 4.30848
C -7.10250 -2.11086 1.10429
C -5.87083 -2.54195 0.63309
C -5.02690 -1.65819 -0.01604
C -5.43641 -0.34994 -0.17727
C -6.65439 0.10410 0.28450
C -7.49290 -0.78930 0.92942
N -4.53535 0.58675 -0.85924
O -3.49650 0.13473 -1.28822
O -4.88234 1.74065 -0.96748
H -7.75519 -2.80788 1.61062
H -5.56474 -3.56715 0.77559
H -4.06744 -1.98607 -0.38753
H -6.94603 1.13255 0.14204
H -8.45175 -0.45313 1.29679
C -0.74478 5.61200 -0.03555
C -0.80683 6.97035 0.23025
C -1.91365 7.70436 -0.15740
C -2.94369 7.05266 -0.80691
C -2.90144 5.69955 -1.08273
C -1.78947 4.97457 -0.68925
N -4.13076 7.82390 -1.20407
O -4.13775 9.01240 -0.96669
O -5.03713 7.22993 -1.74399
H 0.12176 5.04519 0.27418
H 0.00441 7.45140 0.73870
H -1.97419 8.76153 0.04631
H -3.72074 5.21640 -1.59031
H -1.74078 3.91398 -0.88801
C -7.28791 -6.42807 -4.38716
C -8.25752 -5.89425 -3.54922
C -7.98780 -5.71091 -2.20453
C -6.74370 -6.06711 -1.72558
C -5.76589 -6.60354 -2.53810
C -6.04574 -6.78434 -3.88121
N -6.44076 -5.85282 -0.30416
O -7.30897 -5.38081 0.39814
O -5.33110 -6.13522 0.08307
H -7.49997 -6.56360 -5.43834
H -9.22356 -5.61627 -3.94412
H -8.73154 -5.29501 -1.54383
H -4.80209 -6.87073 -2.13468
H -5.29131 -7.19851 -4.53333
C 8.51945 -3.09301 1.18024
C 7.73310 -4.14735 1.62761
C 8.32315 -5.36288 1.93237
C 9.68987 -5.50069 1.78628
C 10.48716 -4.46793 1.33907
C 9.89111 -3.25693 1.03536
N 10.31916 -6.78439 2.12727
O 9.60223 -7.68596 2.49992
O 11.52384 -6.87085 2.01918
H 8.06839 -2.14617 0.94439
H 6.66837 -4.02357 1.73825
H 7.72474 -6.18947 2.28042
H 11.55128 -4.60324 1.23032
H 10.49931 -2.43570 0.68464
```

Output
gap between HOMO and LUMO	6.362	eV
HOMO energy	-5.77	eV
2S+1	1
charge	-1

---

Entry 3:
Here is 3 unconnected molecules or ions with the total composition C41H35BrNO8P at a distorted geometry from the OMol25 dataset. Energies are from ωB97M-V/def2-TZVPD.

The geometry in XYZ format:
```
87
C41H35BrNO8P | the OMol25 dataset | ωB97M-V/def2-TZVPD
C -0.37031 4.18313 -2.16712
C -1.71713 3.33572 -2.34961
O -2.36077 3.47310 -3.63756
C -1.43908 1.78937 -1.92355
N -2.28149 0.80465 -2.67197
C -2.44708 -0.46393 -1.90471
O -3.43806 -1.16575 -2.26674
O -1.57845 -0.77841 -0.83927
C -1.38815 -2.20523 -0.67642
C -0.21088 -2.80783 -1.62766
C -0.35959 -4.38272 -1.89031
C 0.83522 -4.89324 -2.85864
C 0.73498 -6.33993 -3.47351
C 1.87132 -6.79198 -4.43607
C 3.08894 -5.88853 -4.80887
C 3.19206 -4.48869 -4.16546
C 2.05495 -4.00505 -3.18803
P -1.61960 0.36050 -4.25699
O -2.88530 0.80814 -5.35845
Br 0.12522 1.66759 -4.86352
H 0.24723 3.63751 -1.35198
H 0.27698 4.26078 -3.10216
H -0.54420 5.24200 -1.73456
H -2.46578 3.74713 -1.56734
H -3.15555 4.05204 -3.53866
H -1.68440 1.75187 -0.79239
H -0.30884 1.53857 -1.97753
H -0.99096 -2.35114 0.40082
H -2.33538 -2.83565 -0.74254
H -0.11032 -2.24960 -2.61806
H 0.78501 -2.64939 -1.05738
H -1.32391 -4.51716 -2.51695
H -0.45410 -5.01632 -0.94601
H -0.13691 -7.03956 -3.22979
H 1.82966 -7.81777 -4.92647
H 3.89789 -6.24735 -5.53316
H 4.05720 -3.76421 -4.38835
H 2.21313 -2.95016 -2.75239
H -2.72580 1.73389 -5.68046
O -4.88178 4.18570 1.81532
C -4.84894 3.30397 2.65727
C -4.93749 1.88064 2.25904
C -5.03835 1.54767 0.90734
C -5.08190 0.21252 0.52156
C -5.02354 -0.79448 1.48258
C -4.94083 -0.46618 2.83148
C -4.90381 0.87269 3.22310
C -4.83365 1.21240 4.66199
O -4.85911 0.33357 5.50686
C -4.72507 2.63426 5.05926
C -4.62195 2.96577 6.41117
C -4.48590 4.29600 6.79235
C -4.45180 5.29906 5.82608
C -4.56868 4.97329 4.47890
C -4.71102 3.63964 4.09247
H -5.07859 2.32754 0.15341
H -5.15557 -0.04441 -0.53060
H -5.04467 -1.83644 1.17958
H -4.90097 -1.25511 3.57595
H -4.64301 2.18835 7.16832
H -4.40189 4.55144 7.84385
H -4.33603 6.33632 6.12390
H -4.54453 5.76022 3.73160
O 3.98718 -1.57596 -1.02657
C 4.60484 -0.95497 -0.17893
C 6.07302 -1.10147 -0.05909
C 6.75645 -1.94243 -0.93870
C 8.13991 -2.05512 -0.85833
C 8.84569 -1.32858 0.09832
C 8.16603 -0.50328 0.98750
C 6.77722 -0.39269 0.91467
C 6.06077 0.47456 1.87715
O 6.66981 1.05110 2.76202
C 4.59530 0.63632 1.74443
C 3.91254 1.47927 2.62297
C 2.54110 1.66352 2.48516
C 1.84707 1.00790 1.47033
C 2.52214 0.15625 0.60230
C 3.89803 -0.03568 0.74090
H 6.21268 -2.50680 -1.68961
H 8.67028 -2.70606 -1.54598
H 9.92672 -1.40752 0.15212
H 8.72090 0.05622 1.73396
H 4.44845 1.99653 3.41249
H 2.01270 2.32241 3.16681
H 0.77803 1.15955 1.35740
H 1.97444 -0.35387 -0.18430
```

Output
gap between HOMO and LUMO	7.441	eV
HOMO energy	-8.59	eV
2S+1	1

---

Entry 4:
Here is a molecular structure, C41H35ClLaN2Si2 at a distorted geometry from the OMol25 dataset. Energies are from ωB97M-V/def2-TZVPD.

The geometry in XYZ format:
```
82
C41H35ClLaN2Si2 | the OMol25 dataset | ωB97M-V/def2-TZVPD
C -1.52011 -0.82045 4.54958
C -2.18832 -0.11197 3.50809
C -2.16809 -0.93446 2.34033
H -2.72427 0.83596 3.61444
C -1.46461 -2.13541 2.65669
C -1.07151 -2.06439 4.02523
H -0.61090 -2.86787 4.59486
H -1.47549 -0.51746 5.59762
H -2.70194 -0.74362 1.39587
H -1.34936 -2.99469 1.99200
La 0.34125 -0.18833 2.77907
Si 0.69306 -0.04099 -3.89278
C 0.67747 1.50793 -4.91355
C 1.77683 1.94323 -5.66424
H 2.73652 1.44359 -5.55830
C 1.61357 2.99382 -6.58431
H 2.45080 3.29772 -7.22950
C 0.38078 3.65330 -6.69590
H 0.25304 4.47579 -7.40539
C -0.70219 3.25552 -5.90267
H -1.65673 3.78042 -5.95367
C -0.55731 2.16193 -5.05056
H -1.42438 1.79747 -4.48873
C 1.12818 -1.38025 -5.10595
C 0.33045 -1.35544 -6.27238
H -0.24008 -0.45567 -6.53035
C 0.14923 -2.50249 -7.04690
H -0.56377 -2.49487 -7.87345
C 0.86206 -3.66267 -6.72474
H 0.68040 -4.57898 -7.29295
C 1.78347 -3.65139 -5.66562
H 2.36988 -4.55441 -5.46273
C 1.91025 -2.51719 -4.85098
H 2.58341 -2.53217 -3.99344
H -0.74729 -0.35069 -3.78862
Si 0.21671 0.14467 -1.45739
C -0.69729 -1.46488 -1.24696
C -1.99455 -1.53636 -1.78048
H -2.49738 -0.63194 -2.13722
C -2.64825 -2.76698 -1.90030
H -3.60195 -2.83237 -2.42575
C -2.06986 -3.91219 -1.34041
H -2.58209 -4.86646 -1.40143
C -0.83273 -3.82009 -0.69168
H -0.38740 -4.71034 -0.25257
C -0.16091 -2.59367 -0.62628
H 0.79174 -2.52887 -0.09102
C -0.98913 1.57978 -1.31719
C -2.21325 1.53819 -0.60960
H -2.39591 0.74390 0.12069
C -3.18578 2.51912 -0.84956
H -4.14055 2.47095 -0.31814
C -2.94037 3.54651 -1.76875
H -3.72219 4.26075 -2.00848
C -1.67340 3.67492 -2.33585
H -1.45358 4.48045 -3.04256
C -0.67670 2.75373 -2.01128
H 0.35016 2.91734 -2.34563
H 1.50467 0.22081 -2.18072
Cl 1.54449 0.45045 0.29823
C 3.01278 -2.66268 5.77028
C 2.26866 -2.21271 4.68214
N 1.79372 -0.94253 4.61527
C 1.98675 -0.08626 5.67256
C 2.72803 -0.49479 6.81333
C 3.26186 -1.79903 6.83114
C 2.84242 0.42242 7.90416
C 2.18994 1.63184 7.90303
C 1.36075 2.04394 6.81119
C 0.56536 3.20629 6.83490
C -0.28749 3.47315 5.76916
C -0.30122 2.61849 4.67124
N 0.48836 1.51577 4.60004
C 1.29699 1.20193 5.66410
H 3.37170 -3.69077 5.76003
H 2.04023 -2.86147 3.82857
H 3.85102 -2.12846 7.68663
H 3.44938 0.11915 8.75553
H 2.27453 2.30388 8.75631
H 0.60853 3.87306 7.69977
H -0.94900 4.33671 5.77194
H -0.95213 2.80382 3.81291
```

Output
gap between HOMO and LUMO (alpha / beta)	2.207 / 2.045	eV
HOMO energy (alpha / beta)	-6.44 / -6.35	eV
2S+1	1
charge	+1
energy relative to the best compared isomer or geometry (same formula, charge and spin)	53.00	kcal per mole

---

Entry 5:
Here is a molecular structure, C41H35ClN2PbSi2 at a distorted geometry from the OMol25 dataset. Energies are from ωB97M-V/def2-TZVPD.

The geometry in XYZ format:
```
82
C41H35ClN2PbSi2 | the OMol25 dataset | ωB97M-V/def2-TZVPD
C 0.15848 3.49833 3.06957
C 1.20433 2.51133 2.97683
C 1.70263 2.51969 1.62359
H 1.61499 1.92543 3.82101
C 0.98039 3.51013 0.90002
C 0.02635 4.11436 1.79268
H -0.62848 4.97028 1.55612
H -0.36799 3.79174 3.98959
H 2.53823 1.92754 1.24708
H 1.16250 3.80638 -0.14088
Pb -1.10937 1.37977 1.56234
Si -1.63706 -2.07777 -1.29737
C -0.12422 -2.47299 -0.01254
C -0.37729 -3.74365 0.49963
H -1.08764 -4.44130 0.01903
C 0.40402 -4.26357 1.53415
H 0.20792 -5.26682 1.85674
C 1.38187 -3.51220 2.19187
H 1.95894 -3.89214 3.04766
C 1.50319 -2.17884 1.79983
H 2.19315 -1.52582 2.34178
C 0.78523 -1.65568 0.72106
H 1.07523 -0.63772 0.37937
C 1.82706 -0.29405 -1.82602
C 3.01568 -0.06453 -1.16500
H 3.38187 -0.78263 -0.43244
C 3.79303 0.97911 -1.68300
H 4.89092 0.92563 -1.69228
C 3.11246 2.03178 -2.36172
H 3.67314 2.87301 -2.78770
C 1.73197 1.92797 -2.64510
H 1.13846 2.73858 -3.07546
C 1.05295 0.75455 -2.38292
H 0.00346 0.59734 -2.61603
H -1.22053 -0.65055 -1.52798
Si 1.23396 -1.94992 -2.28227
C 1.71715 -1.94071 -4.14263
C 2.90978 -2.56542 -4.58409
H 3.29740 -3.39356 -4.00038
C 3.61109 -2.11896 -5.70835
H 4.51977 -2.63855 -6.01929
C 3.19199 -0.99160 -6.44435
H 3.84744 -0.52166 -7.19753
C 2.01814 -0.36091 -5.98773
H 1.70435 0.55624 -6.50570
C 1.25166 -0.89912 -4.96261
H 0.27817 -0.46154 -4.74012
C 1.92168 -3.61167 -1.90984
C 3.05091 -3.92088 -1.14826
H 3.72598 -3.11788 -0.84135
C 3.28985 -5.24646 -0.77025
H 4.22156 -5.44650 -0.21264
C 2.40885 -6.26724 -1.16202
H 2.59660 -7.29029 -0.83326
C 1.27709 -5.96840 -1.92398
H 0.59326 -6.76931 -2.23788
C 1.04195 -4.65903 -2.30645
H 0.12908 -4.44794 -2.88293
H -2.58388 -2.68057 -2.29833
Cl -3.20605 -1.88003 -0.00650
C -3.98707 4.76881 0.02511
C -3.03680 3.74804 0.14393
N -2.95065 2.95879 1.24895
C -3.75975 3.22761 2.32068
C -4.75697 4.24197 2.26435
C -4.85783 5.00560 1.07714
C -5.59140 4.44875 3.42330
C -5.41128 3.71331 4.57107
C -4.38520 2.71306 4.67506
C -4.14654 1.97852 5.85552
C -3.10482 1.05171 5.88851
C -2.33469 0.85577 4.72947
N -2.57273 1.52396 3.57713
C -3.56702 2.46362 3.53995
H -4.02488 5.36020 -0.90242
H -2.32078 3.55711 -0.66440
H -5.61630 5.79154 1.00548
H -6.37128 5.21203 3.35918
H -6.05931 3.88452 5.43182
H -4.76910 2.14684 6.73554
H -2.88000 0.48304 6.78730
H -1.50925 0.13445 4.73257
```

Output
gap between HOMO and LUMO (alpha / beta)	4.003 / 2.014	eV
HOMO energy (alpha / beta)	-5.35 / -4.18	eV
2S+1	1
energy relative to the best compared isomer or geometry (same formula, charge and spin)	1.70	kcal per mole